[1]
Computed, not measured: a molecular structure, C23H43ClN5O3SSi3Sn, with wB97M-V/def2-TZVPD.

XYZ file:
```
80
Properties=species:S:1:pos:R:3:forces:R:3
Sn 0.503 1.353 -0.496 -0.392 -0.446 -0.281
Cl 3.501 -7.104 -0.295 0.006 -0.106 0.005
S 2.042 3.818 -1.737 0.138 0.401 -0.105
Si -1.963 -1.232 0.501 0.080 -0.273 0.107
Si -2.771 1.595 -0.540 -0.190 -0.349 -0.117
Si -1.699 -0.469 -2.560 0.321 -0.114 -0.467
O 2.925 -0.289 2.501 -0.194 0.134 0.008
O -1.640 2.783 -0.907 -0.058 0.388 -0.263
O -0.149 2.789 1.362 -0.122 -0.172 -0.086
N 3.419 1.573 -0.279 0.186 0.040 0.129
N 4.045 2.815 -0.276 0.046 0.131 -0.193
N 1.357 1.245 1.907 -0.265 -0.028 -0.189
N 1.389 0.321 4.078 -0.084 0.011 -0.179
N 4.312 4.964 -1.015 0.030 0.033 0.256
C 1.947 0.394 2.774 0.281 -0.272 0.421
C -3.336 -1.201 -3.214 0.032 0.162 0.367
C 0.001 2.192 3.655 -0.031 0.075 0.047
C -4.265 1.884 -1.689 0.353 -0.138 -0.036
C 3.059 -4.824 -1.732 -0.005 -0.037 0.173
C -0.411 -1.800 -2.961 -0.129 0.191 0.249
C -3.538 1.905 1.169 0.422 -0.069 -0.071
C -1.908 4.169 -0.911 -0.011 -0.020 0.078
C 3.167 -4.569 0.661 -0.022 -0.026 -0.098
C 2.781 -2.587 -0.743 0.008 -0.291 0.032
C -3.717 -1.982 0.421 0.188 0.145 -0.093
C 2.855 -3.468 -1.866 -0.073 0.119 -0.013
C -1.700 0.111 -0.779 -0.603 -0.107 0.518
C 2.948 -3.217 0.531 -0.045 0.083 -0.041
C 0.474 1.240 4.482 0.019 0.163 -0.125
C 3.219 -5.379 -0.468 0.020 -0.017 -0.020
C 0.395 2.111 2.269 0.209 0.122 0.244
C 1.741 -0.794 4.938 0.063 -0.044 0.032
C 3.514 3.850 -0.959 -0.102 -0.241 -0.106
C -0.740 -2.669 0.372 -0.181 0.219 -0.127
C -1.255 0.977 -3.724 -0.130 -0.008 0.308
C -1.730 -0.608 2.290 -0.037 0.117 -0.247
C 2.554 -1.219 -0.861 -0.162 0.665 0.052
H 4.946 5.116 -0.245 0.022 -0.013 -0.025
H 3.298 -5.010 1.643 -0.007 -0.006 0.006
H -3.567 -2.129 -2.685 -0.012 -0.014 -0.023
H -3.854 -2.507 -0.527 -0.013 -0.014 0.008
H -2.662 -0.323 2.781 -0.018 0.036 -0.031
H 5.031 2.861 -0.059 0.031 -0.001 0.068
H 2.491 -1.383 4.418 0.020 0.011 0.036
H 2.730 -3.047 -2.859 -0.007 -0.017 -0.008
H -2.244 4.506 0.075 0.044 -0.002 -0.016
H -4.181 -0.524 -3.073 -0.018 -0.019 0.007
H 3.321 1.209 0.665 0.092 0.069 -0.015
H -0.734 2.920 3.960 0.005 -0.026 0.058
H 3.811 5.786 -1.309 0.023 0.001 -0.067
H -2.778 2.089 1.931 0.008 -0.034 -0.023
H -4.485 -1.205 0.472 -0.020 0.007 0.025
H 2.544 -0.601 0.031 0.145 -0.207 -0.055
H -3.275 -1.440 -4.279 0.153 0.048 -0.020
H -3.904 -2.699 1.225 0.064 0.011 0.056
H 0.864 -1.416 5.126 0.011 0.019 0.007
H 0.257 -2.310 0.102 0.022 -0.020 -0.039
H 0.152 1.163 5.513 -0.001 -0.057 -0.005
H 2.504 -0.731 -1.829 0.013 -0.039 -0.002
H 2.148 -0.443 5.888 0.012 0.008 -0.022
H -0.396 -2.593 -2.213 0.073 -0.018 -0.064
H -3.975 1.879 -2.742 -0.058 -0.036 -0.002
H -4.764 2.835 -1.486 0.051 0.027 0.103
H -1.154 0.650 -4.761 -0.006 -0.116 0.010
H -0.990 4.699 -1.166 -0.012 0.004 0.014
H -1.250 -1.374 2.903 0.004 -0.083 -0.051
H 2.904 -2.589 1.415 0.020 -0.031 -0.008
H 0.594 -1.375 -2.985 0.022 -0.014 0.066
H 3.084 -5.467 -2.604 0.038 0.020 -0.021
H -4.998 1.088 -1.541 -0.028 -0.005 0.017
H -0.299 1.419 -3.424 0.011 0.011 -0.050
H -0.655 -3.195 1.325 -0.083 0.006 0.037
H -2.679 4.410 -1.651 0.039 0.020 0.005
H -1.047 -3.400 -0.379 0.045 -0.030 -0.002
H 3.903 0.881 -0.848 -0.031 0.009 -0.048
H -4.216 2.762 1.157 -0.009 0.021 -0.112
H -1.078 0.265 2.292 -0.101 -0.075 0.086
H -1.998 1.776 -3.696 0.035 0.030 -0.009
H -0.609 -2.258 -3.933 -0.092 0.072 -0.051
H -4.113 1.029 1.476 -0.053 0.010 -0.006
```
Positions in Å, forces in eV/Å.

The relative energy (zero: lowest compared OMol25 entry of this formula, charge and spin) comes out at 2.197 eV. The value obtained for the max |F| is 0.80 eV Å⁻¹. As for the net charge: -1. Its calculated total energy is -90968.97376 eV. As for the LUMO energy: 0.0783 Eh. The calculation puts the HOMO energy at -0.0829 Ha.

Charges per atom according to Löwdin partitioning, unit e:
1. Sn 1.336
2. Cl 0.540
3. S 0.578
4. Si 0.394
5. Si 0.289
6. Si 0.372
7. O 0.032
8. O -0.429
9. O -0.123
10. N -0.034
11. N -0.085
12. N 0.075
13. N -0.052
14. N 0.054
15. C -0.498
16. C -0.176
17. C -0.006
18. C -0.166
19. C -0.156
20. C -0.171
21. C -0.151
22. C -0.133
23. C -0.152
24. C -0.369
25. C -0.181
26. C -0.083
27. C -0.578
28. C -0.077
29. C -0.071
30. C -0.719
31. C -0.573
32. C -0.024
33. C -0.896
34. C -0.177
35. C -0.184
36. C -0.168
37. C -0.141
38. H 0.091
39. H 0.088
40. H 0.011
41. H 0.006
42. H 0.025
43. H 0.142
44. H 0.085
45. H 0.093
46. H 0.087
47. H 0.004
48. H 0.046
49. H 0.108
50. H 0.071
51. H 0.018
52. H 0.014
53. H -0.038
54. H 0.025
55. H 0.023
56. H 0.090
57. H 0.007
58. H 0.129
59. H 0.010
60. H 0.088
61. H 0.008
62. H 0.014
63. H 0.024
64. H 0.028
65. H 0.067
66. H 0.025
67. H 0.085
68. H 0.012
69. H 0.088
70. H 0.027
71. H 0.005
72. H 0.029
73. H 0.082
74. H 0.026
75. H 0.080
76. H 0.029
77. H -0.010
78. H 0.010
79. H 0.030
80. H 0.019

=====

[2]
Computed, not measured: a molecular structure, C38H34Cl2N4NaO2SSb at a distorted geometry, with wB97M-V/def2-TZVPD.

XYZ file:
```
83
Properties=species:S:1:pos:R:3:forces:R:3
Sb -1.416 1.378 -1.529 -0.179 0.346 0.494
Cl -1.578 -4.066 -1.947 -0.190 -0.234 -0.043
Cl 0.958 -3.199 -3.057 0.413 -0.061 -0.151
S -1.135 -0.555 -2.676 0.095 -0.059 -0.400
Na -0.528 -1.714 -0.467 0.626 -0.653 -0.020
O 5.956 0.003 3.113 -0.057 0.036 -0.023
O -1.316 0.062 0.367 -0.439 0.927 -0.291
N 6.197 1.475 1.411 0.030 -0.022 -0.081
N 1.960 -1.015 0.275 -0.182 -0.122 -0.011
N -1.424 -3.008 1.269 -0.064 -0.116 0.216
N 0.906 -4.131 0.326 -0.047 0.065 0.046
C -5.574 2.316 -2.360 -0.045 0.006 0.031
C 0.120 -4.183 4.431 0.137 -0.095 0.097
C -2.569 -2.542 1.718 -0.024 0.039 -0.061
C -1.179 0.610 1.641 0.025 -0.080 0.021
C -0.180 2.634 -0.312 -0.053 -0.168 -0.191
C -0.357 4.254 -5.449 0.034 0.009 -0.045
C -5.334 2.721 -0.003 -0.005 -0.006 0.033
C -4.009 2.309 -0.067 0.004 -0.064 0.047
C 1.987 -4.730 -0.120 -0.005 0.073 0.032
C 0.670 -4.143 1.652 0.270 -0.187 0.073
C 3.276 -0.492 2.200 0.104 0.012 -0.006
C -2.067 -3.107 3.976 0.030 0.017 -0.079
C 4.152 -0.096 0.017 0.022 0.046 0.092
C 0.362 3.096 -5.184 -0.002 0.021 -0.001
C 2.120 -0.958 1.596 -0.020 0.059 0.013
C -0.834 -3.615 3.530 -0.060 0.053 -0.252
C 1.504 4.262 1.191 0.011 0.053 0.006
C 1.186 2.393 -0.286 0.010 -0.003 0.027
C -4.249 1.912 -2.425 0.029 -0.051 -0.044
C 5.561 0.467 2.063 0.080 0.064 0.002
C -1.396 4.625 -4.610 -0.035 0.062 0.004
C 2.719 -5.344 2.061 0.008 0.004 -0.055
C -0.563 -3.561 2.146 -0.161 -0.010 0.348
C 2.965 -0.602 -0.489 0.012 -0.078 -0.129
C -1.719 3.838 -3.511 0.044 0.014 0.077
C -0.679 -3.734 -3.427 -0.177 0.067 0.012
C 0.028 2.309 -4.091 -0.014 -0.004 -0.035
C -1.019 2.665 -3.244 -0.093 -0.007 0.059
C 4.312 -0.036 1.396 -0.144 -0.118 -0.010
C 1.563 -4.732 2.572 -0.137 0.094 -0.221
C 2.928 -5.358 0.708 0.031 -0.004 0.109
C -3.458 1.919 -1.281 0.267 -0.041 0.109
C -0.701 3.703 0.404 -0.027 0.019 -0.052
C 1.272 -4.716 3.973 -0.069 0.047 0.137
C 2.027 3.202 0.464 0.019 -0.048 -0.018
C 0.140 4.513 1.157 -0.008 -0.010 0.050
C -2.945 -2.580 3.068 -0.017 -0.031 0.104
C -6.112 2.734 -1.150 -0.026 0.005 -0.016
H -1.179 -2.927 -3.951 -0.003 -0.033 -0.031
H -3.903 -2.187 3.377 -0.001 0.014 -0.037
H -0.113 -4.183 5.489 0.028 -0.009 -0.001
H -0.618 -4.643 -4.013 -0.022 0.009 -0.016
H 3.391 -0.479 3.275 -0.046 -0.002 0.002
H -7.142 3.065 -1.102 0.000 -0.017 -0.001
H 2.158 4.899 1.772 -0.008 -0.022 0.022
H -5.756 3.029 0.945 -0.005 0.002 -0.006
H 3.420 -5.810 2.743 0.007 0.016 0.001
H 4.938 0.215 -0.660 -0.009 -0.020 -0.012
H -1.764 3.916 0.378 0.003 0.021 0.016
H -3.415 2.273 0.837 -0.035 0.060 -0.026
H 3.801 -5.833 0.282 -0.016 0.006 -0.033
H 0.568 1.386 -3.910 -0.015 -0.012 -0.028
H -1.958 5.528 -4.812 -0.002 -0.010 0.007
H 2.811 -0.680 -1.562 -0.008 0.023 0.022
H -2.304 -3.141 5.032 -0.007 0.004 0.003
H 1.996 -5.151 4.652 -0.028 -0.005 0.016
H 3.092 3.001 0.484 0.001 0.014 0.002
H 7.032 1.861 1.815 0.009 -0.025 0.043
H 1.173 2.799 -5.837 0.001 0.009 0.006
H 5.820 1.892 0.581 -0.021 0.020 0.026
H 2.129 -4.716 -1.194 0.027 0.007 -0.019
H -0.109 4.863 -6.310 -0.001 0.003 0.012
H -0.275 5.336 1.726 0.015 0.022 -0.025
H -2.530 4.146 -2.860 -0.026 0.010 -0.014
H -6.187 2.309 -3.252 0.015 -0.003 -0.008
H 1.594 1.564 -0.851 0.053 0.012 0.003
H 1.279 -1.293 2.194 0.032 0.010 0.019
H -3.827 1.580 -3.368 -0.008 0.045 -0.011
H -1.378 -0.156 2.409 0.023 0.019 -0.004
H -1.878 1.437 1.843 0.052 -0.047 0.035
H -3.224 -2.092 0.980 0.019 0.027 0.019
H -0.169 1.007 1.831 -0.041 -0.011 0.013
```
Positions in Å, forces in eV/Å.

The value obtained for the max |F| is 1.07 eV Å⁻¹. Its calculated total energy is -96849.13783 eV. As for the LUMO energy: -0.0025 Eh. The calculation puts the HOMO energy at -0.2824 Ha.

Charges per atom according to natural (NBO) partitioning, unit e:
1. Sb 1.859
2. Cl -0.004
3. Cl -0.025
4. S -0.914
5. Na 0.851
6. O -0.594
7. O -0.970
8. N -0.814
9. N -0.437
10. N -0.467
11. N -0.408
12. C -0.201
13. C -0.188
14. C 0.077
15. C -0.233
16. C -0.244
17. C -0.208
18. C -0.207
19. C -0.255
20. C 0.059
21. C 0.137
22. C -0.165
23. C -0.128
24. C -0.250
25. C -0.220
26. C 0.027
27. C -0.115
28. C -0.208
29. C -0.261
30. C -0.244
31. C 0.649
32. C -0.243
33. C -0.142
34. C 0.231
35. C 0.040
36. C -0.167
37. C -0.396
38. C -0.231
39. C -0.405
40. C -0.109
41. C -0.091
42. C -0.251
43. C -0.292
44. C -0.266
45. C -0.173
46. C -0.215
47. C -0.210
48. C -0.256
49. C -0.213
50. H 0.244
51. H 0.227
52. H 0.217
53. H 0.223
54. H 0.235
55. H 0.212
56. H 0.210
57. H 0.211
58. H 0.218
59. H 0.220
60. H 0.216
61. H 0.216
62. H 0.223
63. H 0.223
64. H 0.207
65. H 0.208
66. H 0.217
67. H 0.216
68. H 0.201
69. H 0.410
70. H 0.206
71. H 0.397
72. H 0.204
73. H 0.206
74. H 0.213
75. H 0.198
76. H 0.214
77. H 0.212
78. H 0.200
79. H 0.233
80. H 0.151
81. H 0.141
82. H 0.215
83. H 0.151